(1)
A cluster of 10 separate species, H20O10 in total. Source: the OMol25 dataset; level of theory: ωB97M-V/def2-TZVPD.

```
30
Properties=species:S:1:pos:R:3:forces:R:3:mulliken_charge:R:1
O 0.732 -1.844 3.150 -0.0085 -0.0948 0.0100 -0.639
H 1.508 -1.578 2.646 0.0078 0.0554 -0.0087 0.334
H 0.162 -1.065 3.134 0.1317 -0.0627 0.0412 0.315
O -2.165 1.392 -1.942 0.1111 -0.1547 0.1530 -0.719
H -2.894 1.933 -1.631 -0.0404 0.0071 -0.0535 0.300
H -1.391 1.686 -1.433 -0.2461 0.4289 -0.0795 0.371
O -0.839 -0.860 -3.133 0.3057 0.3512 0.1329 -0.647
H -0.680 -1.438 -2.379 0.0091 -0.3665 -0.1084 0.343
H -1.265 -0.079 -2.749 -0.2429 -0.1701 -0.2232 0.393
O -1.760 -1.148 0.427 -0.1123 0.3184 0.2501 -0.593
H -1.469 -0.836 1.297 0.1752 -0.0619 -0.0222 0.341
H -2.690 -0.910 0.385 -0.0259 -0.0987 -0.2363 0.244
O 1.036 -0.359 0.126 -0.2272 -0.3417 1.1018 -0.525
H 0.232 0.120 -0.107 0.0012 -0.1942 -0.0145 0.164
H 1.365 -0.682 -0.721 -0.3144 0.0600 0.2500 0.345
O -0.254 -3.001 -1.043 0.0932 0.2421 -0.0923 -0.660
H -0.611 -2.290 -0.483 -0.1516 -0.3037 0.1601 0.361
H 0.326 -3.497 -0.459 0.0299 -0.0164 0.0001 0.322
O -0.967 0.449 2.853 -0.2596 0.1536 -0.1016 -0.621
H -0.631 1.299 2.550 0.0580 0.0072 -0.0662 0.278
H -1.838 0.640 3.218 0.0309 -0.0179 0.1278 0.287
O 1.705 0.582 -2.022 0.4507 0.1406 -0.9920 -0.670
H 1.642 0.056 -2.828 -0.2603 0.0671 -0.2583 0.300
H 2.593 0.443 -1.680 0.1565 0.2579 -0.0371 0.314
O 2.678 0.874 2.071 -0.0185 0.0448 0.0065 -0.606
H 2.008 0.648 1.405 0.0630 -0.1456 -0.0707 0.365
H 2.234 1.412 2.730 0.0386 0.0005 0.0384 0.303
O 0.136 2.617 -0.858 -0.0580 -0.2266 0.1336 -0.679
H 0.630 1.962 -1.379 0.3645 0.1028 0.0032 0.381
H 0.468 3.473 -1.141 -0.0613 0.0178 -0.0442 0.297
```
Positions in Å, forces in eV/Å.

Results
Gap between HOMO and LUMO (eV): 10.423
HOMO (eV): -10.68
Multiplicity: 1
SMILES: O.O.O.O.O.O.O.O.O.O
Energy (eV): -20800.3076
Net charge: 0
ΔE to the lowest compared entry with this formula, charge and spin (kcal per mole): 53.2
LUMO level (eV): -0.258

=====

(2)
A cluster of 10 separate species, H20O10 in total. Source: the OMol25 dataset; level of theory: ωB97M-V/def2-TZVPD.

```
30
Properties=species:S:1:pos:R:3:forces:R:3:mulliken_charge:R:1
O 1.047 -3.284 -0.605 -0.1901 0.1871 -0.2537 -0.645
H 1.927 -3.656 -0.713 0.0594 -0.0103 0.0238 0.320
H 0.476 -3.815 -1.170 0.0409 -0.3623 0.2511 0.334
O -2.816 -1.075 0.785 -1.8349 -0.3853 0.7315 -0.604
H -3.658 -0.705 0.466 0.6565 0.6777 -0.7445 0.326
H -3.299 -1.693 1.368 1.0317 -0.4480 0.1101 0.278
O 3.360 2.684 -0.060 0.0327 0.3794 0.0057 -0.605
H 3.387 2.768 -1.016 0.0370 -0.2181 -0.0475 0.311
H 3.465 1.753 0.146 -0.0886 -0.0777 -0.0857 0.297
O -0.756 -2.694 -3.189 0.3106 0.6300 1.8452 -0.605
H -1.228 -2.135 -2.542 -0.9780 0.1256 -0.9573 0.372
H -0.024 -2.783 -2.554 0.6314 -0.5562 -0.8878 0.209
O 1.049 -0.065 -3.407 0.6351 0.9194 0.3128 -0.640
H 0.467 -0.131 -4.163 -0.2791 -0.5825 0.1198 0.331
H 0.952 -0.810 -2.813 -0.3632 -0.2300 -0.3852 0.313
O -1.316 1.518 0.529 0.3338 0.6654 1.4264 -0.573
H -0.484 1.618 1.028 0.3108 -0.3089 -0.8307 0.281
H -1.862 1.927 1.221 -0.5134 -0.1886 -0.5848 0.283
O 1.911 -0.956 2.171 0.6094 -1.7631 -0.9716 -0.613
H 2.624 -0.529 2.640 -0.7547 0.8538 0.3573 0.304
H 1.020 -0.623 2.159 0.1774 0.9416 0.5795 0.302
O -2.059 0.127 3.677 -0.2580 -0.9784 -1.4897 -0.626
H -1.596 -0.668 3.357 0.5410 0.1891 0.8708 0.314
H -2.653 0.108 2.900 -0.1817 0.8036 0.4783 0.327
O 1.714 2.944 2.274 0.7610 -0.9398 -0.6133 -0.589
H 1.212 2.703 3.051 -0.4544 0.9587 0.0495 0.292
H 1.551 3.791 1.842 -0.4424 -0.2056 0.7106 0.301
O -2.012 0.905 -2.349 0.3793 -0.1300 0.5323 -0.641
H -2.191 0.941 -1.399 -0.2313 0.0514 -0.0779 0.322
H -1.049 0.993 -2.309 0.0219 0.0019 -0.4749 0.324
```
Positions in Å, forces in eV/Å.

Results
Gap between HOMO and LUMO (eV): 10.879
HOMO (eV): -10.94
Multiplicity: 1
SMILES: O.O.O.O.O.O.O.O.O.O
Energy (eV): -20798.4721
Net charge: 0
ΔE to the lowest compared entry with this formula, charge and spin (kcal per mole): 95.5
LUMO level (eV): -0.056

=====

(3)
A cluster of 10 separate species, H20O10 in total. Source: the OMol25 dataset; level of theory: ωB97M-V/def2-TZVPD.

```
30
Properties=species:S:1:pos:R:3:forces:R:3:mulliken_charge:R:1
H 1.383 -0.139 0.205 0.0887 0.1921 -0.2681 0.283
H 1.128 -1.633 0.096 0.0987 0.0319 -0.0320 0.270
H -1.273 -4.325 -1.075 0.0500 0.0164 -0.1602 0.316
H -1.890 -3.771 -2.348 -0.0738 0.0203 -0.0281 0.278
H 1.685 0.309 -2.672 -0.0263 -0.0129 0.2808 0.275
H 0.885 1.585 -2.871 -0.0088 0.0779 0.1302 0.283
H -2.323 -4.024 0.756 -0.2687 0.2407 0.0357 0.316
H -1.813 -2.620 1.037 -0.1519 -0.0714 -0.0370 0.294
H 4.370 2.001 1.046 -0.1106 -0.0698 0.0997 0.299
H 4.571 0.696 0.294 -0.1399 -0.0252 0.0206 0.289
H 1.373 1.694 2.996 0.1406 0.0970 -0.0308 0.296
H 1.195 2.509 4.266 0.0763 0.0122 -0.0410 0.306
H -3.077 0.503 3.841 0.0356 -0.0844 0.0629 0.321
H -1.824 0.220 3.028 -0.0204 -0.0691 0.0895 0.300
H 1.917 4.204 -0.042 -0.1304 -0.1007 -0.0096 0.306
H 1.190 5.118 0.931 -0.0586 -0.0989 -0.0199 0.311
H -2.493 0.963 0.041 0.0121 0.0573 -0.1466 0.285
H -2.496 -0.156 -0.988 0.0392 0.0215 -0.0275 0.310
H 0.049 -2.086 -5.245 -0.1023 -0.0015 -0.0373 0.321
H -0.698 -1.479 -4.069 -0.0605 0.0668 -0.0131 0.316
O 1.297 -0.850 -0.440 -0.0717 -0.5693 0.3652 -0.554
O -1.972 -3.741 -1.388 0.2170 -0.1022 -0.1261 -0.612
O 1.348 1.076 -2.197 0.0501 0.2693 -0.5288 -0.560
O -2.436 -3.281 1.360 0.2285 -0.0550 0.2283 -0.592
O 3.991 1.122 0.935 0.1404 0.0544 -0.0761 -0.576
O 1.771 2.413 3.499 -0.1617 -0.0561 0.0800 -0.603
O -2.259 -0.006 3.858 0.0081 0.1858 -0.1519 -0.621
O 1.033 4.465 0.240 0.1477 0.1462 0.0298 -0.621
O -2.166 0.738 -0.838 -0.1121 -0.1088 0.1660 -0.598
O -0.839 -1.882 -4.933 0.1646 -0.0646 0.1451 -0.639
```
Positions in Å, forces in eV/Å.

Results
Gap between HOMO and LUMO (eV): 10.959
HOMO (eV): -10.98
Multiplicity: 1
SMILES: O.O.O.O.O.O.O.O.O.O
Energy (eV): -20798.7527
Net charge: 0
ΔE to the lowest compared entry with this formula, charge and spin (kcal per mole): 89.0
LUMO level (eV): -0.024

=====

(4)
A cluster of 10 separate species, H20O10 in total. Source: the OMol25 dataset; level of theory: ωB97M-V/def2-TZVPD.

```
30
Properties=species:S:1:pos:R:3:forces:R:3:mulliken_charge:R:1
H 0.603 -0.316 -1.052 -0.0742 -0.2380 -0.0220 0.256
H -0.890 -0.446 -0.799 0.0975 0.0431 0.2928 0.267
H -0.254 2.661 0.303 -0.3355 -0.3963 -0.2308 0.247
H -1.405 2.396 -0.653 0.0902 -0.0376 0.1396 0.268
H 2.051 -1.349 -2.959 -0.0546 0.0159 0.0741 0.303
H 2.677 -2.723 -2.783 -0.0939 -0.0094 0.0842 0.274
H -4.531 1.395 -0.981 0.0699 0.0685 0.0211 0.297
H -4.630 1.733 0.498 0.1285 0.0659 -0.0396 0.288
H 3.472 -3.097 -0.220 -0.1275 0.0938 0.1543 0.283
H 2.321 -2.150 0.080 -0.0412 -0.0817 -0.0318 0.338
H -3.076 -2.780 -1.078 0.1176 -0.0478 0.0112 0.309
H -3.475 -3.993 -0.255 0.1139 -0.0198 -0.0246 0.309
H -2.089 0.533 2.330 0.1953 0.0761 -0.2852 0.277
H -2.917 -0.703 2.019 0.0999 -0.0137 -0.0041 0.269
H 1.420 -2.390 2.360 0.1264 0.0173 -0.1645 0.313
H 0.065 -1.946 2.885 -0.1027 0.2029 -0.2165 0.277
H 4.651 3.017 0.928 -0.0035 -0.1148 0.0346 0.311
H 3.216 2.516 0.916 -0.0199 -0.1631 -0.0273 0.325
H 1.131 3.976 -1.770 0.0127 -0.0818 0.0009 0.266
H 0.879 4.313 -0.309 0.0448 0.1383 -0.0908 0.311
O -0.210 0.201 -1.019 0.8410 -1.8642 -1.4219 -0.537
O -0.878 1.977 0.037 -1.2548 1.7881 1.7925 -0.497
O 2.193 -2.041 -2.303 0.0955 0.0832 -0.2273 -0.578
O -4.101 1.910 -0.288 -0.2528 -0.0955 -0.0644 -0.578
O 2.829 -2.874 0.463 0.1635 -0.0888 0.0615 -0.629
O -2.722 -3.595 -0.706 -0.2434 0.0610 0.0031 -0.620
O -2.029 -0.340 1.925 -0.3298 -0.2064 0.2348 -0.540
O 0.748 -1.709 2.248 0.0775 -0.1908 0.2305 -0.583
O 4.116 2.239 1.124 0.0062 0.2529 -0.0547 -0.630
O 0.834 3.585 -0.940 0.6533 0.7426 -0.2296 -0.596
```
Positions in Å, forces in eV/Å.

Results
Gap between HOMO and LUMO (eV): 9.043
HOMO (eV): -8.71
Multiplicity: 1
SMILES: O.O.O.O.O.O.O.O.O.O
Energy (eV): -20797.8592
Net charge: 0
ΔE to the lowest compared entry with this formula, charge and spin (kcal per mole): 109.6
LUMO level (eV): 0.329